Model w:
Density functional theory data (wB97M-V/def2-TZVPD) for C11H20N2O3 in the gas phase.

Summary:
- net charge = 0
- E_HOMO (eV) = -9.0
- 2S+1 = 1
- gap between HOMO and LUMO (Ha) = 0.345
- SMILES string = CC[C@H](C)[C@H](NC(=O)[C@@H]1CCCN1)C(=O)O

Each line ends with the Mulliken charge.
Element x y z (Å)
C -2.3452 2.4631 0.4120  -1.12
C -1.9960 1.5749 -0.7746  -0.47
C -2.2678 0.0917 -0.5492  0.71
C -3.7480 -0.3393 -0.0870  -1.19
C -1.3518 -0.5290 0.6196  -1.17
N 0.0558 -0.2825 0.2747  -0.02
C 0.8294 -0.5481 -0.8882  0.24
O 0.5567 -1.3108 -1.7859  -0.71
C 2.2407 0.0215 -0.8722  0.41
C 3.3168 -0.9477 -0.7312  -0.79
C 3.4273 -1.0360 0.7888  -0.52
C 3.5892 0.4699 1.1737  -0.66
N 2.6559 0.9378 0.1304  -0.45
C -1.5144 -2.0703 0.5514  0.16
O -1.9990 -2.4249 1.5889  -0.57
O -1.4020 -2.7525 -0.6214  -0.54
H -3.4843 2.6082 0.7013  0.24
H -1.7208 2.1592 1.3025  0.29
H -1.9635 3.5006 0.1448  0.36
H -0.8630 1.5662 -0.9858  0.15
H -2.5114 1.8384 -1.7116  0.44
H -1.9371 -0.4671 -1.5375  0.38
H -3.7604 -1.5284 -0.4610  0.29
H -3.9670 -0.2781 1.0467  0.29
H -4.6080 0.2801 -0.5346  0.32
H -1.6983 -0.1324 1.5208  0.75
H 0.5863 0.7209 0.6596  0.33
H 2.2877 0.6559 -1.8131  0.35
H 4.2950 -0.4197 -0.9825  0.29
H 3.1566 -1.9460 -1.2208  0.35
H 4.2455 -1.6968 1.1937  0.38
H 2.3745 -1.4879 1.1819  0.18
H 4.7043 0.7583 0.9187  0.27
H 3.3651 0.6422 2.2456  0.31
H 2.3188 1.9768 0.3087  0.31
H -0.8673 -2.0682 -1.2072  0.41

---

Model x:
Density functional theory data (wB97M-V/def2-TZVPD) for C11H20N2O3 in the gas phase.

Summary:
- net charge = 0
- E_HOMO (eV) = -8.9
- 2S+1 = 1
- gap between HOMO and LUMO (Ha) = 0.331
- SMILES string = CCN(CC)CCCNC(=O)/C=C/C(=O)O

Each line ends with the Mulliken charge.
Element x y z (Å)
C 0.1995 1.1062 -2.5058  -1.20
C 1.2134 1.5789 -1.4697  -0.69
N 0.7744 1.3294 -0.1019  0.34
C -0.4792 1.9793 0.2615  -0.79
C -0.5357 3.4997 0.0826  -1.27
C 1.8346 1.5327 0.8831  -0.75
C 1.7075 0.5880 2.0846  -0.60
C 1.8630 -0.8790 1.6836  -0.84
N 0.7967 -1.2702 0.7951  -0.03
C 0.0188 -2.3491 1.0045  0.68
O 0.2059 -3.1616 1.8923  -0.70
C -1.0882 -2.4664 0.0158  -0.22
C -1.9275 -3.5010 0.0151  -0.48
C -3.0172 -3.6034 -0.9696  0.51
O -3.2629 -2.7934 -1.8297  -0.58
O -3.7335 -4.7248 -0.8120  -0.44
H -0.0868 0.0741 -2.3177  0.21
H 0.6469 1.1620 -3.4950  0.42
H -0.6952 1.7223 -2.5057  0.27
H 1.4482 2.6410 -1.6429  0.51
H 2.1379 1.0113 -1.6135  0.45
H -0.6741 1.7390 1.3089  0.40
H -1.2770 1.5213 -0.3288  0.42
H 0.2761 3.9893 0.6162  0.27
H -1.4763 3.8717 0.4799  0.44
H -0.4766 3.7760 -0.9670  0.28
H 2.7932 1.3348 0.3972  0.48
H 1.8614 2.5710 1.2450  0.25
H 0.7419 0.7226 2.5733  0.25
H 2.4859 0.8433 2.8051  0.38
H 2.8285 -1.0240 1.1830  0.26
H 1.8254 -1.5330 2.5590  0.44
H 0.5501 -0.5398 0.1273  0.25
H -1.2038 -1.6786 -0.7162  0.30
H -1.8334 -4.2999 0.7351  0.44
H -4.4420 -4.7696 -1.4730  0.35

---

Model y:
Density functional theory data (wB97M-V/def2-TZVPD) for C11H20N2O3 in the gas phase.

Summary:
- net charge = 0
- E_HOMO (eV) = -9.6
- 2S+1 = 1
- gap between HOMO and LUMO (Ha) = 0.378
- SMILES string = CC[C@H](C)[C@H](NC(=O)[C@@H]1CCCN1)C(=O)O

Each line ends with the Mulliken charge.
Element x y z (Å)
C 0.7825 -1.9729 2.1223  -1.10
C 0.0280 -2.2886 0.8302  -0.66
C 0.8389 -2.2051 -0.4623  0.41
C 1.9384 -3.2526 -0.4999  -1.51
C 1.4306 -0.7728 -0.7000  -0.16
N 0.3155 0.1987 -0.6710  -0.12
C 0.3070 1.1285 0.3265  0.03
O 0.9539 1.1336 1.3367  -0.67
C -0.8121 2.2121 -0.0138  0.50
C -1.4377 2.8116 1.2283  -0.85
C -2.8870 3.1534 0.7373  -0.51
C -2.9802 2.6793 -0.7394  -0.63
N -1.8948 1.6574 -0.8600  -0.46
C 2.1780 -0.6407 -2.0383  0.06
O 1.5820 -0.5270 -3.0965  -0.59
O 3.5061 -0.8877 -1.9723  -0.42
H 1.7235 -2.5707 2.2363  0.27
H 0.2167 -2.2751 3.0103  0.38
H 1.1483 -0.9248 2.1779  0.23
H -0.8660 -1.6561 0.8237  0.20
H -0.4037 -3.2837 0.8997  0.52
H 0.1450 -2.4212 -1.2847  0.29
H 1.6429 -4.2953 -0.5322  0.43
H 2.5728 -3.2378 0.4176  0.26
H 2.5675 -3.1983 -1.3831  0.41
H 2.1332 -0.5264 0.1351  0.57
H -0.0307 0.5384 -1.5895  0.46
H -0.2894 3.0237 -0.6027  0.19
H -0.8932 3.6699 1.5937  0.38
H -1.5855 2.1521 2.0867  0.27
H -3.6231 2.6516 1.3743  0.28
H -3.1483 4.2016 0.8586  0.31
H -3.9630 2.2080 -0.9554  0.34
H -2.7821 3.4707 -1.5383  0.28
H -2.2797 0.8250 -0.3953  0.23
H 3.8657 -0.7789 -2.8605  0.38

---

Stability comparison, relative energies in hartree: model w 0.1310; model x 0.0055; model y 0.0000

---

Model w:
Density functional theory data (wB97M-V/def2-TZVPD) for a molecular structure, C32H45N4O4PdS4Si3.

Summary:
- net charge = -1
- E_HOMO (eV) = -5.2
- 2S+1 = 1
- gap between HOMO and LUMO (Ha) = 0.273

Each line ends with the Mulliken charge.
Element x y z (Å)
Pd -0.3474 -0.8203 -0.3412  -0.53
C 0.5726 1.1629 2.2429  -0.26
Si -0.1981 -0.5056 2.6511  0.56
C -0.8988 -0.3047 4.4047  -1.09
C 1.2520 -1.7020 2.8403  -1.27
C -1.5016 -1.0808 1.4524  1.09
Si -3.0812 -0.0722 1.4579  1.10
C -4.2749 -0.7924 2.7515  -1.16
C -4.0014 -0.1196 -0.1870  -1.48
C -2.9139 1.7221 2.0181  -0.83
Si -1.8046 -2.8737 1.4994  -0.63
C -3.1728 -3.4600 0.3510  -1.20
C -2.0811 -3.6715 3.1843  -1.12
C -0.2360 -3.6059 0.7400  0.41
C 0.2596 -4.8850 0.9601  -0.87
C 1.3680 -5.3344 0.2646  -0.42
C 1.9524 -4.4845 -0.6573  -0.96
C 1.4306 -3.2153 -0.8309  -0.05
N 0.3694 -2.7740 -0.1422  0.65
H 1.4929 1.2796 2.8262  0.62
H -0.0957 1.9870 2.5029  -0.37
H 0.8242 1.2638 1.1877  0.00
H -0.0842 -0.1887 5.1265  0.41
H -1.4906 -1.1718 4.7102  0.24
H -1.5408 0.5734 4.4852  0.32
H 1.8846 -1.3379 3.6554  0.46
H 1.8617 -1.7389 1.9342  0.20
H 0.9516 -2.7225 3.0872  0.21
H -4.5070 -1.8465 2.5869  0.27
H -5.2217 -0.2442 2.7224  0.37
H -3.8644 -0.6932 3.7606  0.29
H -4.8158 -0.8487 -0.1751  0.38
H -3.3252 -0.3582 -1.0065  0.19
H -4.4378 0.8605 -0.3986  0.46
H -2.5203 1.8034 3.0322  0.16
H -3.9077 2.1806 2.0184  0.45
H -2.2659 2.2890 1.3487  -0.11
H -4.1471 -3.0663 0.6428  0.32
H -3.2351 -4.5518 0.3536  0.40
H -2.9716 -3.1301 -0.6706  0.28
H -2.9402 -3.2104 3.6759  0.35
H -1.2165 -3.5367 3.8387  0.32
H -2.2830 -4.7431 3.1010  0.44
H -0.2358 -5.5194 1.6847  0.37
H 1.7675 -6.3263 0.4361  0.43
H 2.8134 -4.7829 -1.2394  0.41
H 1.8888 -2.5218 -1.5178  0.19
S 0.0567 -2.1568 -6.8014  -0.39
C 0.8053 -1.6542 -5.4015  0.19
S 0.0358 -0.6412 -4.2242  -0.05
C 1.4359 -0.7724 -3.1749  0.47
N 2.3837 -1.4926 -3.6843  -0.82
N 2.0460 -1.9511 -4.9437  0.55
C 3.0160 -2.7828 -5.5711  0.24
C 3.7528 -3.6556 -4.7791  -0.16
C 4.7167 -4.4639 -5.3591  -0.59
C 4.9509 -4.4046 -6.7256  -0.41
C 4.2202 -3.5211 -7.5059  -0.62
C 3.2547 -2.7046 -6.9363  -0.45
S 1.5711 -0.0695 -1.5969  -0.45
H 3.5714 -3.6778 -3.7143  0.43
H 5.2873 -5.1425 -4.7377  0.35
H 5.7028 -5.0386 -7.1779  0.37
H 4.4030 -3.4585 -8.5711  0.35
H 2.6852 -2.0171 -7.5409  0.39
C 0.9705 3.9575 4.5818  -1.39
C 0.8875 4.6317 3.2407  0.97
C -0.2142 5.4210 2.9144  -0.67
C -0.3207 6.0153 1.6704  -0.60
C 0.6840 5.8199 0.7316  -0.03
C 1.7899 5.0415 1.0332  -0.36
C 1.8844 4.4542 2.2874  -0.40
S 0.5160 6.5410 -0.8779  1.25
O 1.7896 6.4184 -1.5227  -0.70
O -0.1238 7.8175 -0.7188  -0.74
N -0.5492 5.6194 -1.6862  -0.23
C -0.2967 4.1938 -1.9384  -1.08
C -0.9535 3.2862 -0.9100  0.87
C -1.0547 1.8377 -1.3836  -0.28
O -1.0729 1.5805 -2.5760  -0.76
O -1.2028 0.9989 -0.4089  0.30
H 0.5656 4.5927 5.3703  0.46
H 2.0006 3.7063 4.8339  0.36
H 0.3968 3.0283 4.5735  0.13
H -0.9976 5.5710 3.6483  0.40
H -1.1694 6.6415 1.4262  0.42
H 2.5635 4.9055 0.2900  0.49
H 2.7450 3.8402 2.5246  0.30
H -1.5027 5.8712 -1.4622  0.33
H 0.7837 4.0480 -1.9549  0.35
H -0.6631 3.9443 -2.9320  0.43
H -1.9823 3.6232 -0.7305  0.35
H -0.4397 3.3172 0.0520  -0.55

---

Model x:
Density functional theory data (wB97M-V/def2-TZVPD) for a molecular structure, C32H45N4O4PdS4Si3.

Summary:
- net charge = -1
- E_HOMO (alpha / beta) (eV) = -5.1 / -5.1
- 2S+1 = 1
- gap between HOMO and LUMO (alpha / beta) (Ha) = 0.231 / 0.231

Each line ends with the Mulliken charge.
Element x y z (Å)
Pd 0.0017 -0.0816 -0.1754  -0.91
C 0.7491 -1.3504 2.5256  0.44
Si 1.8710 0.0003 1.8374  1.41
C 3.5264 -0.4099 2.6695  -1.37
C 1.2543 1.6429 2.5291  -1.18
C 2.1534 0.1082 -0.0078  0.62
Si 2.4483 -1.4323 -1.0383  1.32
C 4.2609 -1.3550 -1.6139  -1.27
C 1.4138 -1.5902 -2.6132  -1.24
C 2.4203 -3.0167 -0.0355  -0.73
Si 2.4219 1.6915 -0.8888  -0.20
C 2.3700 1.6202 -2.7648  -1.19
C 4.0317 2.5374 -0.4222  -1.17
C 0.9375 2.7810 -0.4901  0.22
C 0.9491 4.1327 -0.1674  -0.59
C -0.2458 4.7794 0.1060  -0.49
C -1.4286 4.0603 0.0195  -0.52
C -1.3796 2.7209 -0.3243  -0.69
N -0.2251 2.0895 -0.5600  0.05
H 0.4063 -1.0442 3.5188  0.37
H 1.2883 -2.2987 2.6137  -0.15
H -0.1419 -1.5369 1.9285  -0.28
H 3.5234 -0.1063 3.7244  0.38
H 4.3736 0.0837 2.1776  0.33
H 3.7015 -1.4908 2.6312  0.34
H 1.3444 1.6534 3.6203  0.47
H 0.1986 1.7839 2.2772  0.18
H 1.8165 2.4951 2.1330  0.22
H 4.5009 -0.4321 -2.1546  0.27
H 4.5079 -2.2014 -2.2684  0.31
H 4.9211 -1.4062 -0.7383  0.28
H 1.9889 -1.2863 -3.4940  0.39
H 0.5028 -1.0012 -2.5780  0.23
H 1.1007 -2.6297 -2.7355  0.46
H 3.0993 -2.9390 0.8229  0.22
H 2.7660 -3.8409 -0.6694  0.48
H 1.4184 -3.2480 0.3241  -0.24
H 3.1484 0.9683 -3.1714  0.30
H 2.5193 2.6253 -3.1702  0.41
H 1.4024 1.2496 -3.1114  0.27
H 4.8631 1.8560 -0.6351  0.31
H 4.0741 2.7907 0.6431  0.32
H 4.1914 3.4524 -1.0038  0.38
H 1.8969 4.6579 -0.1283  0.41
H -0.2589 5.8297 0.3714  0.42
H -2.3865 4.5180 0.2281  0.41
H -2.2869 2.1451 -0.4206  0.81
S -7.3752 -0.4674 -1.3811  -0.39
C -6.0252 -0.0048 -0.5285  0.14
S -4.6028 -0.9877 -0.4292  -0.06
C -3.7709 0.2443 0.5157  0.11
N -4.5106 1.2928 0.6980  -0.68
N -5.7755 1.1501 0.1531  0.46
C -6.6385 2.2761 0.3260  0.20
C -6.0565 3.5373 0.4561  -0.18
C -6.8530 4.6588 0.6203  -0.53
C -8.2351 4.5408 0.6609  -0.40
C -8.8076 3.2830 0.5632  -0.66
C -8.0209 2.1496 0.4026  -0.40
S -2.1798 0.1768 1.1881  -0.29
H -4.9801 3.6163 0.4387  0.51
H -6.3840 5.6296 0.7225  0.35
H -8.8561 5.4211 0.7719  0.37
H -9.8831 3.1682 0.6209  0.35
H -8.4788 1.1764 0.3407  0.32
C 1.9282 -2.3138 5.6106  -1.46
C 0.9223 -3.2953 5.0688  0.90
C 1.3479 -4.4833 4.4748  -0.57
C 0.4375 -5.3808 3.9491  -0.65
C -0.9202 -5.0920 4.0214  -0.03
C -1.3681 -3.9163 4.6025  -0.35
C -0.4401 -3.0211 5.1185  -0.39
S -2.0873 -6.2856 3.4294  1.27
O -3.3816 -5.8453 3.8581  -0.70
O -1.5857 -7.5834 3.7958  -0.74
N -2.0460 -6.2395 1.8052  -0.24
C -2.3235 -4.9780 1.0752  -1.15
C -1.0677 -4.2233 0.6676  0.98
C -1.3494 -3.1537 -0.4056  -0.28
O -2.2964 -3.3319 -1.1676  -0.77
O -0.5435 -2.1622 -0.4142  -0.28
H 2.7766 -2.8279 6.0631  0.46
H 1.4770 -1.6601 6.3569  0.35
H 2.3142 -1.6866 4.8011  0.09
H 2.4093 -4.7018 4.4241  0.40
H 0.7660 -6.3105 3.4990  0.40
H -2.4320 -3.7207 4.6494  0.50
H -0.7820 -2.0942 5.5657  0.35
H -1.2587 -6.7772 1.4598  0.33
H -2.9517 -4.3597 1.7185  0.40
H -2.9034 -5.2091 0.1880  0.44
H -0.3514 -4.9203 0.2144  0.32
H -0.5818 -3.7538 1.5225  -0.65

---

Stability comparison, relative energies in hartree: model w 0.0000; model x 0.0768